1.
A structure of composition C19H17CaN8S3, computed with wB97M-V/def2-TZVPD.

XYZ file:
```
48
Properties=species:S:1:pos:R:3
Ca -0.418 0.289 -1.530
N 1.751 1.606 -4.263
C 0.626 0.972 -4.648
N -0.238 0.433 -3.813
C -1.296 -0.169 -4.502
C -1.214 -0.079 -5.842
S 0.210 0.775 -6.309
C -2.369 -0.836 -3.739
C -3.421 -1.485 -4.270
S -4.429 -2.128 -3.030
C -3.360 -1.481 -1.841
N -2.328 -0.832 -2.338
N -3.591 -1.651 -0.525
H 1.901 1.820 -3.290
H 2.325 2.082 -4.935
H -1.893 -0.455 -6.590
H -3.674 -1.630 -5.308
H -4.407 -2.138 -0.201
H -2.973 -1.258 0.162
S 0.172 2.252 0.049
C 0.681 1.037 1.239
N 0.650 1.274 2.540
N 0.166 2.393 2.942
C 0.028 2.701 4.316
C 0.354 1.780 5.301
C 0.154 2.119 6.629
C -0.362 3.362 6.974
C -0.660 4.282 5.980
C -0.465 3.955 4.648
N 1.185 -0.208 0.988
N 1.095 -0.688 -0.180
C 1.748 -1.944 -0.361
C 1.445 -2.645 -1.524
C 2.054 -3.860 -1.790
C 2.978 -4.377 -0.895
C 3.284 -3.675 0.265
C 2.675 -2.462 0.538
H -0.190 3.047 2.243
H 0.759 0.818 5.020
H 0.401 1.404 7.404
H -0.529 3.612 8.013
H -1.043 5.259 6.241
H -0.691 4.671 3.865
H 0.720 -2.242 -2.228
H 1.812 -4.402 -2.695
H 3.463 -5.322 -1.103
H 4.011 -4.073 0.961
H 2.907 -1.902 1.434
```

Its charge is +1. As for the HOMO energy: -9.68 eV. The calculation puts the energy above the lowest of the compared OMol25 structures with the same formula, charge and spin at 0.00 kJ/mol.

2.
The molecule C2H5N3O, computed with wB97M-V/def2-TZVPD.

XYZ file:
```
11
Properties=species:S:1:pos:R:3
N -2.116 -0.550 -0.001
N -1.622 0.766 0.053
C -0.358 0.743 -0.165
N 0.306 -0.507 -0.082
C 1.673 -0.562 0.006
O 2.433 0.418 0.127
H -3.118 -0.509 -0.131
H -2.116 -0.742 1.075
H 0.227 1.607 -0.188
H -0.324 -1.171 -0.427
H 2.001 -1.581 -0.182
```

As for the HOMO energy: -9.66 eV. The calculation puts the energy above the lowest of the compared OMol25 structures with the same formula, charge and spin at 228.14 kJ/mol. The SMILES is N/N=C\NC=O.

3.
The molecule C4H4OS, computed with wB97M-V/def2-TZVPD.

XYZ file:
```
10
Properties=species:S:1:pos:R:3
C -1.556 1.455 -0.365
C -1.154 0.355 0.124
C -0.465 -0.770 0.702
O 0.278 -0.946 -0.542
C 1.481 -0.430 -0.602
S 2.102 0.850 0.238
H -1.697 2.514 -0.755
H 0.230 -0.488 1.643
H -1.246 -1.581 0.994
H 2.026 -0.960 -1.436
```

As for the HOMO energy: -8.97 eV. The calculation puts the energy above the lowest of the compared OMol25 structures with the same formula, charge and spin at 388.83 kJ/mol. The SMILES is C#CCOC=S.

4.
A structure of composition C39H43As2ClSi2Sn, computed with wB97M-V/def2-TZVPD.

XYZ file:
```
88
Properties=species:S:1:pos:R:3
C -2.056 -0.449 4.500
C -2.758 0.015 3.359
C -2.651 -0.967 2.350
H -3.279 0.955 3.277
C -1.882 -2.038 2.859
C -1.517 -1.717 4.188
H -0.926 -2.330 4.848
H -1.955 0.072 5.438
H -3.071 -0.921 1.360
H -1.608 -2.923 2.312
Sn -0.557 -0.188 2.800
Si -0.088 -0.081 0.330
C -0.887 1.384 -0.580
C -0.241 2.050 -1.625
H 0.728 1.699 -1.958
C -0.810 3.155 -2.244
H -0.284 3.656 -3.048
C -2.057 3.615 -1.840
H -2.505 4.474 -2.323
C -2.725 2.960 -0.814
H -3.700 3.308 -0.495
C -2.140 1.867 -0.192
H -2.660 1.386 0.628
C -0.749 -1.637 -0.545
C -1.857 -1.601 -1.395
H -2.308 -0.648 -1.643
C -2.392 -2.761 -1.940
H -3.251 -2.700 -2.597
C -1.823 -3.994 -1.656
H -2.237 -4.899 -2.082
C -0.718 -4.055 -0.817
H -0.262 -5.011 -0.590
C -0.198 -2.893 -0.268
H 0.655 -2.966 0.396
H 1.348 0.010 -0.147
Si 2.369 0.347 -5.767
C 1.566 -1.320 -5.981
C 0.547 -1.474 -6.925
H 0.191 -0.615 -7.481
C -0.032 -2.714 -7.151
H -0.824 -2.814 -7.882
C 0.400 -3.822 -6.436
H -0.053 -4.789 -6.610
C 1.411 -3.686 -5.495
H 1.747 -4.546 -4.932
C 1.990 -2.446 -5.271
H 2.768 -2.350 -4.525
C 1.172 1.722 -6.126
C -0.089 1.748 -5.524
H -0.372 0.964 -4.833
C -0.986 2.766 -5.802
H -1.958 2.775 -5.326
C -0.637 3.776 -6.690
H -1.338 4.571 -6.907
C 0.609 3.764 -7.298
H 0.883 4.549 -7.990
C 1.507 2.744 -7.017
H 2.480 2.746 -7.494
H 3.562 0.516 -6.628
Cl 3.068 0.486 -3.801
C 3.566 -1.130 4.670
As 1.688 -0.947 4.080
C 1.614 -2.841 3.507
C 1.174 -0.088 5.807
C 1.373 -0.746 7.029
C 1.013 -0.124 8.232
C 0.447 1.156 8.224
C 0.236 1.820 7.014
C 0.607 1.203 5.816
As 0.204 1.958 4.101
C -1.492 2.927 4.403
C 1.977 2.371 3.333
H 4.190 -1.483 3.824
H 3.642 -1.856 5.505
H 3.944 -0.144 5.011
H 2.181 -3.473 4.221
H 0.584 -3.229 3.446
H 2.079 -2.925 2.504
H 1.802 -1.738 7.050
H 1.165 -0.638 9.172
H 0.160 1.627 9.156
H -0.229 2.797 7.012
H -1.291 3.830 5.014
H -1.909 3.242 3.424
H -2.230 2.304 4.939
H 2.424 3.210 3.905
H 2.671 1.514 3.371
H 1.848 2.682 2.276
```

As for the HOMO energy (alpha / beta): -4.12 / -4.12 eV. The calculation puts the energy above the lowest of the compared OMol25 structures with the same formula, charge and spin at 24.97 kJ/mol.

5.
The molecule C4H6O2, computed with wB97M-V/def2-TZVPD.

XYZ file:
```
12
Properties=species:S:1:pos:R:3
C 1.454 0.136 0.696
C 0.575 0.470 -0.481
O 0.164 -0.557 -1.357
C -0.859 0.173 -0.682
C -1.736 -0.661 0.199
O -2.909 -0.413 0.341
H 1.562 1.022 1.331
H 1.090 -0.695 1.305
H 2.453 -0.120 0.326
H 0.902 1.365 -1.016
H -1.432 0.877 -1.289
H -1.265 -1.554 0.657
```

As for the HOMO energy: -10.19 eV. The calculation puts the energy above the lowest of the compared OMol25 structures with the same formula, charge and spin at 183.20 kJ/mol. The SMILES is C[C@H]1O[C@H]1C=O.

6.
The ion C5H7N2S with charge -1, computed with wB97M-V/def2-TZVPD.

XYZ file:
```
15
Properties=species:S:1:pos:R:3
C -1.837 -1.936 -0.137
C -0.597 -1.097 -0.008
C -0.563 0.269 0.380
C 0.701 0.777 0.106
C 1.200 2.196 0.187
N 1.462 -0.193 -0.407
S 3.110 -0.201 -0.486
N 0.530 -1.542 -0.502
H -1.589 -3.012 0.176
H -2.698 -1.680 0.455
H -2.129 -1.879 -1.232
H -1.322 0.881 0.828
H 0.232 2.611 -0.118
H 1.450 2.575 1.260
H 2.051 2.230 -0.503
```

Its charge is -1. As for the HOMO energy: -2.29 eV. The calculation puts the energy above the lowest of the compared OMol25 structures with the same formula, charge and spin at 66.48 kJ/mol. The SMILES is Cc1cc(C)n([S-])n1.

7.
A structure of composition C42H37Co2O11P, computed with wB97M-V/def2-TZVPD.

XYZ file:
```
93
Properties=species:S:1:pos:R:3
C 0.753 5.088 0.765
C -0.237 3.981 0.983
O 0.373 2.770 0.493
C -0.394 1.666 0.720
C 0.392 0.446 0.772
C 0.154 -0.273 2.019
O -0.776 -0.053 2.786
O 1.100 -1.189 2.311
C 0.887 -1.871 3.562
C 1.916 -2.969 3.557
C 1.650 0.439 0.036
O 1.764 0.869 -1.113
O 2.721 -0.051 0.690
C 3.968 -0.021 -0.054
C 4.946 -0.726 0.840
O -1.605 1.732 0.863
H 0.305 6.047 1.032
H 1.633 4.933 1.398
H 1.083 5.123 -0.277
H -0.451 3.850 2.055
H -1.180 4.176 0.455
H 1.044 -1.150 4.379
H -0.141 -2.264 3.597
H 1.864 -3.569 4.467
H 1.742 -3.610 2.684
H 2.922 -2.538 3.478
H 3.848 -0.549 -1.008
H 4.241 1.026 -0.233
H 5.956 -0.744 0.433
H 4.992 -0.235 1.814
H 4.627 -1.759 0.999
O 0.164 -2.512 0.172
C -0.704 -3.170 -0.238
Co -2.087 -4.070 -0.808
C -1.637 -5.536 0.054
O -1.261 -6.354 0.782
C -3.367 -3.491 0.239
O -4.148 -3.137 1.014
C -2.408 -2.985 -2.542
C -1.845 -1.698 -2.377
C -2.148 -0.571 -1.677
C -1.781 0.771 -2.087
C -2.727 1.821 -1.966
C -2.345 3.138 -2.168
C -1.005 3.433 -2.490
C -0.081 2.398 -2.676
C -0.481 1.073 -2.537
Co -0.670 -2.934 -3.045
C 0.876 -2.120 -2.863
O 1.976 -1.750 -2.782
C -0.130 -4.615 -2.780
O 0.310 -5.689 -2.727
P -0.765 -3.131 -5.192
C 0.652 -2.328 -6.022
C 0.508 -1.257 -6.910
C 1.647 -0.649 -7.449
C 2.924 -1.107 -7.116
C 3.065 -2.200 -6.252
C 1.934 -2.809 -5.704
C -0.720 -4.812 -5.924
C 0.056 -5.129 -7.049
C 0.014 -6.417 -7.589
C -0.835 -7.385 -7.045
C -1.635 -7.062 -5.943
C -1.564 -5.789 -5.365
C -2.260 -2.403 -5.959
C -3.103 -3.134 -6.809
C -4.210 -2.517 -7.395
C -4.489 -1.171 -7.141
C -3.675 -0.452 -6.257
C -2.579 -1.069 -5.645
H -3.283 -3.183 -3.182
H -2.907 -0.672 -0.878
H -3.747 1.561 -1.669
H -3.077 3.946 -2.041
H -0.665 4.472 -2.547
H 0.965 2.621 -2.913
H 0.219 0.253 -2.693
H -0.492 -0.926 -7.187
H 1.524 0.190 -8.133
H 3.809 -0.615 -7.528
H 4.058 -2.578 -6.004
H 2.050 -3.678 -5.048
H 0.682 -4.364 -7.506
H 0.645 -6.652 -8.445
H -0.872 -8.386 -7.481
H -2.319 -7.807 -5.533
H -2.193 -5.544 -4.502
H -2.867 -4.176 -7.028
H -4.847 -3.099 -8.061
H -5.342 -0.690 -7.625
H -3.885 0.601 -6.058
H -1.968 -0.514 -4.924
```

As for the HOMO energy: -6.30 eV. The calculation puts the energy above the lowest of the compared OMol25 structures with the same formula, charge and spin at 190.47 kJ/mol.

8.
A structure of composition C27H20N4O8SSn, computed with wB97M-V/def2-TZVPD.

XYZ file:
```
61
Properties=species:S:1:pos:R:3
Sn 2.102 -0.354 -1.004
N 4.142 -3.937 2.297
C 3.622 -2.957 1.503
S 4.434 -2.916 -0.103
N 2.707 -2.190 1.938
N 2.316 -1.014 1.312
C 1.779 -0.266 2.221
C 1.375 1.108 2.137
C 0.694 1.658 3.240
C 0.304 2.974 3.265
C 0.611 3.788 2.163
C 1.301 3.283 1.085
C 1.710 1.930 1.044
O 2.424 1.480 0.053
H 4.422 -4.777 1.820
H 3.683 -4.069 3.185
H 1.682 -0.726 3.202
H 0.468 1.006 4.080
H -0.234 3.379 4.114
H 0.311 4.830 2.168
H 1.562 3.905 0.237
O 0.371 -6.821 -1.259
C 0.705 -5.743 -0.873
C 2.136 -5.264 -0.618
O 3.066 -5.957 -0.263
C 2.064 -3.843 -0.896
C 0.767 -3.339 -0.914
O 0.421 -2.134 -1.064
C -0.163 -4.499 -0.715
O -1.326 -4.453 -0.419
O 3.056 -2.925 -1.074
C -2.572 3.505 -0.350
O -2.573 2.114 -0.640
C -2.347 1.259 0.371
C -2.257 1.664 1.698
C -2.153 0.732 2.714
C -2.130 -0.623 2.421
C -2.196 -1.030 1.103
C -2.280 -0.108 0.066
N -2.451 -0.660 -1.239
C -2.303 -0.204 -2.468
C -1.551 0.876 -2.967
C -1.935 1.451 -4.206
C -1.231 2.476 -4.764
C -0.079 2.964 -4.101
C 0.357 2.401 -2.933
C -0.336 1.306 -2.338
O 0.148 0.672 -1.341
H -2.741 4.005 -1.299
H -1.609 3.818 0.059
H -3.371 3.767 0.345
H -2.281 2.716 1.946
H -2.107 1.072 3.741
H -2.071 -1.363 3.211
H -2.182 -2.085 0.858
H -2.763 -1.618 -1.185
H -2.845 -0.790 -3.205
H -2.840 1.090 -4.688
H -1.547 2.914 -5.703
H 0.479 3.781 -4.542
H 1.253 2.741 -2.426
```

As for the HOMO energy: -8.06 eV. The calculation puts the energy above the lowest of the compared OMol25 structures with the same formula, charge and spin at 0.00 kJ/mol.

9.
A structure of composition C8H16HoN2O4, computed with wB97M-V/def2-TZVPD.

XYZ file:
```
31
Properties=species:S:1:pos:R:3
Ho -1.138 -1.214 -1.563
C -2.442 2.819 1.170
N -1.777 2.474 -0.076
C -1.853 3.472 -1.133
C -1.467 1.158 -0.457
O -1.190 0.887 -1.625
C -1.507 0.089 0.673
O -1.201 -1.276 0.433
C 0.155 -1.624 0.661
C 1.233 -1.540 -0.458
O 0.962 -1.265 -1.627
N 2.554 -1.808 -0.070
C 3.572 -1.796 -1.109
C 2.923 -2.484 1.165
H -2.192 3.848 1.443
H -3.523 2.729 1.024
H -2.141 2.166 1.991
H -1.571 4.449 -0.729
H -1.181 3.233 -1.961
H -2.881 3.509 -1.506
H -0.904 0.460 1.510
H -2.550 0.078 1.014
H 0.526 -1.078 1.536
H 0.124 -2.685 0.940
H 3.306 -1.120 -1.927
H 4.523 -1.464 -0.681
H 3.681 -2.810 -1.506
H 2.194 -2.335 1.961
H 3.005 -3.556 0.962
H 3.889 -2.102 1.508
O -3.130 -1.214 -1.563
```

Its spin multiplicity is 5. Its charge is +1. As for the HOMO energy (alpha / beta): -10.14 / -10.17 eV.

10.
A cluster of 7 separate species, C33H40O11 in total, computed with wB97M-V/def2-TZVPD.

XYZ file:
```
84
Properties=species:S:1:pos:R:3
O 6.108 -4.709 -3.073
C 5.164 -4.725 -2.176
C 4.167 -5.911 -1.994
C 3.157 -5.709 -0.893
C 3.158 -4.542 0.010
O 2.557 -4.574 1.028
C 4.126 -3.411 -0.259
C 5.185 -3.586 -1.219
H 4.222 -6.977 -2.539
H 2.504 -6.532 -0.719
H 4.316 -2.695 0.504
H 5.972 -2.697 -1.272
O 2.426 3.400 4.398
C 2.116 2.263 4.752
C 2.079 0.992 3.888
C 1.875 -0.345 4.653
C 1.562 -0.392 6.105
O 1.211 -1.464 6.560
C 1.755 0.795 6.929
C 1.955 2.029 6.244
H 2.414 0.852 2.811
H 2.048 -1.467 4.074
H 1.738 0.729 8.138
H 2.059 2.752 7.044
O -4.475 -2.342 -1.238
C -5.079 -1.493 -0.584
C -4.383 -0.235 -0.038
C -5.164 0.747 0.793
C -6.617 0.570 1.221
O -7.221 1.351 1.854
C -7.211 -0.658 0.502
C -6.468 -1.665 -0.181
H -3.570 0.044 -0.294
H -4.503 1.596 1.155
H -8.108 -0.902 0.713
H -6.804 -2.563 -0.606
O -1.296 3.586 0.396
C -0.535 4.463 0.708
C 0.898 4.284 0.727
C 1.781 5.565 0.975
C 1.198 6.914 1.340
O 1.903 7.855 1.581
C -0.265 6.994 1.398
C -1.068 5.837 0.942
H 1.548 3.367 0.705
H 2.833 5.574 0.902
H -0.781 8.159 1.523
H -2.183 5.904 0.927
C -1.074 1.960 -2.820
C 0.109 2.423 -3.663
C 1.466 2.238 -2.873
O 0.018 1.621 -4.848
H -1.267 2.428 -1.841
H -1.105 0.886 -2.248
H -2.018 1.998 -3.344
H -0.062 3.442 -4.099
H 1.390 1.113 -2.622
H 2.025 2.810 -2.174
H 2.347 1.881 -3.648
H -0.881 1.835 -5.240
C -1.467 -1.300 2.195
C -0.683 -1.013 0.909
C -0.418 0.442 0.513
O 0.553 -1.573 1.126
H -1.246 -2.153 2.735
H -2.519 -0.993 2.071
H -0.940 -0.502 2.960
H -1.306 -1.540 0.170
H -1.348 1.082 0.458
H 0.171 0.701 -0.415
H 0.274 1.017 1.182
H 0.710 -2.514 1.307
C -1.029 -3.437 -3.075
C -0.197 -2.545 -3.911
C 1.192 -2.229 -3.411
O -0.109 -3.111 -5.284
H -2.068 -3.554 -3.608
H -1.377 -2.857 -2.282
H -0.581 -4.471 -2.748
H -0.606 -1.562 -4.014
H 1.613 -1.581 -4.086
H 1.980 -2.956 -3.436
H 0.976 -1.609 -2.640
H -0.829 -3.402 -5.714
```

As for the HOMO energy: -9.89 eV. The calculation puts the energy above the lowest of the compared OMol25 structures with the same formula, charge and spin at 157.81 kJ/mol. The SMILES is O=C1C=CC(=O)C=C1.O=C1C=CC(=O)C=C1.O=C1C=CC(=O)C=C1.O=C1C=CC(=O)C=C1.CC(C)O.CC(C)O.CC(C)O.

11.
A cluster of 2 separate species, C2H8N3O in total, computed with wB97M-V/def2-TZVPD.

XYZ file:
```
14
Properties=species:S:1:pos:R:3
C 1.116 0.578 0.054
C -2.160 -0.063 -0.227
N 1.783 -1.623 0.062
N -1.112 -0.812 0.274
N 1.210 1.865 0.118
O 2.057 -0.255 -0.092
H -3.031 -0.746 -0.136
H -2.444 0.842 0.323
H -2.042 0.115 -1.298
H 2.387 -2.136 -0.575
H 0.783 -1.791 -0.081
H -1.028 -0.761 1.288
H 0.379 2.433 0.202
H 2.104 2.354 0.089
```

Its charge is +1. As for the HOMO energy (alpha / beta): -14.43 / -14.49 eV. The calculation puts the energy above the lowest of the compared OMol25 structures with the same formula, charge and spin at 733.69 kJ/mol.

Summary of strongest force on any atom in eV/Å
0.932, 4.058, 8.229, 5.824, 0.562, 4.458, 5.722, 0.772, 11.634, 15.870, 2.464
(order as listed above)